[1]
The following is a DFT calculation (wB97M-V/def2-TZVPD) of a structure of composition C27H26N5O5S4W.

Cartesian coordinates (Å):
C -6.10732 3.82379 1.53711
C 1.68769 -0.12576 3.95284
C -2.50569 2.06765 0.38131
C 3.20888 -1.47264 0.19496
C -5.17067 3.58239 2.51531
N -0.34749 0.77911 -2.25513
H 0.22499 -1.70518 3.83327
C -4.73132 2.92732 -0.22703
C -4.05945 -2.47844 -0.62870
H -2.28176 -3.05961 -3.45245
C 3.61734 -0.26438 -0.64059
C -1.57347 -1.94846 -1.76653
C 0.26364 4.13547 0.13094
W -0.28207 1.09797 -0.34837
H -3.20117 2.78289 2.82370
O -6.98352 3.84735 -0.53554
N 0.37105 2.97854 -0.19178
O 0.21096 5.25955 0.42825
C -3.76158 2.67392 0.76557
C -1.88859 -1.48962 -0.49774
N -0.92236 -0.71295 0.25754
C 2.56492 -3.40874 -1.80353
H -0.60575 -1.72103 -2.18964
N 0.79803 0.56920 1.41450
C -3.12176 -1.74645 0.08167
H 3.00531 1.58710 3.72170
C -7.91261 4.43818 0.37383
N -0.67500 -1.22315 1.42669
H 2.81828 0.48210 -4.76551
S 2.36666 1.00956 -1.04332
C 0.69641 -0.85659 3.35966
S 1.85606 -2.49290 -0.41506
C -5.89068 3.50286 0.19810
H -8.84309 3.87176 0.36854
H -5.35717 3.84083 3.54725
C 2.61485 1.27358 -2.82458
H 4.41100 0.27247 -0.11908
C -3.75749 -2.95102 -1.89876
H 3.96727 -0.20724 -3.65596
C -3.97903 2.99461 2.10300
H 1.70692 1.78678 -3.13279
H -5.02598 -2.68417 -0.18901
S -1.40555 0.92129 -4.79560
H -4.49106 -3.52427 -2.44950
C 2.92578 0.09982 -3.74966
H 4.09808 -2.09170 0.33706
O -2.21345 1.77401 -0.82603
H -3.32960 -1.38173 1.07895
H 4.01759 -0.58261 -1.59451
H 3.36740 -4.05274 -1.43880
H 3.23351 -3.34612 -3.83039
O -7.32796 4.37555 1.68226
H 2.04019 -0.38118 4.94275
H 2.12667 2.16135 1.48643
H -4.55562 2.67461 -1.26279
C 1.76312 1.30284 2.03252
H 1.74498 -4.06820 -2.09559
C -0.83389 0.84986 -3.35291
O -1.57526 1.75544 1.20463
C 3.05741 -2.63250 -3.02542
H -8.07969 5.48116 0.10423
C -2.51689 -2.68847 -2.46341
S 1.88707 -1.37888 -3.63707
H 3.43136 1.99302 -2.90373
C 0.27130 -0.49994 2.07102
H 2.89747 -1.15734 1.19025
H 4.01393 -2.15269 -2.82823
C 2.23602 0.97829 3.27011

Output
2S+1 = 1
Total charge = +1
Relative energy (zero: lowest compared OMol25 entry of this formula, charge and spin) = 0.0 kcal per mole
E_HOMO (spin up / spin down) = -10.4 / -10.5 eV
HOMO-LUMO gap (spin up / spin down) = 0.2246 / 0.2238 hartree



[2]
The following is a DFT calculation (wB97M-V/def2-TZVPD) of a structure of composition C11H26FeN4O6S.

Cartesian coordinates (Å):
C 0.91652 -2.27460 1.38648
O -1.64386 2.33233 1.08486
H -0.10764 -3.46033 3.75281
H 3.47253 0.35015 -0.65464
H -0.20452 3.18144 -3.64483
N -0.14243 -0.38529 2.21689
H -4.01470 -0.14590 -2.24215
H 4.13365 1.18291 0.82172
C 0.30701 2.23989 -3.40928
H -1.31491 -2.49124 -3.36355
H 2.36194 -3.34955 2.45033
C 0.23459 -1.66832 2.54444
H 3.31725 -0.45141 0.97414
H 0.87150 1.76672 2.83715
H -2.65264 -0.68206 0.88800
H 0.17551 1.53073 -4.23693
Fe -0.36924 0.00715 0.42788
H 2.49985 0.97549 2.90080
H -2.50835 -1.22690 -3.98693
S 1.85948 1.55196 0.62350
C 3.32466 0.52070 0.43198
H 2.35788 2.73309 2.46884
N -1.06564 1.75587 0.04517
N 0.36351 0.50275 -1.69182
O -2.03458 -0.69094 0.06731
H 1.25018 -4.40315 1.54076
H -2.90020 -2.52519 -2.57930
H -1.45150 4.09393 -2.29169
C -1.95081 3.50691 -1.49798
H 1.38125 2.44830 -3.31902
O 1.25688 -0.06732 -2.41780
O -0.85425 0.45254 3.14153
C 1.82043 -3.46200 1.51024
H -1.18887 -2.06075 4.02536
O -3.11584 -0.51267 -2.25407
H -2.85164 -0.49987 -1.26285
O 1.45013 -2.08943 -0.85649
H 1.41005 -1.32825 -1.57028
H 0.49597 -1.96619 4.58410
C 1.88069 1.73586 2.39295
H -1.99147 4.06701 -0.54570
C -0.18597 1.66199 -2.12658
C -2.36993 -2.09605 -3.35547
N 0.79223 -1.58614 0.22014
H -2.98762 3.25685 -1.82504
C -0.16759 -2.35310 3.81141
C -1.11787 2.27939 -1.22921
H -1.28482 1.18464 2.52410
H 2.54318 -3.54197 0.68873

Output
2S+1 = 5
Relative energy (zero: lowest compared OMol25 entry of this formula, charge and spin) = 0.0 kcal per mole
Expectation value of S² = 6.39
E_HOMO (spin up / spin down) = -6.2 / -7.3 eV
HOMO-LUMO gap (spin up / spin down) = 0.1799 / 0.2058 hartree



[3]
The following is a DFT calculation (wB97M-V/def2-TZVPD) of a structure of composition C27H36N4O3Sc.

Cartesian coordinates (Å):
C 0.00571 -1.04416 -2.58140
C -2.96115 5.45986 -1.40645
H -4.71096 4.49071 -0.60616
C 1.08070 2.74123 2.08674
C 1.71600 3.91820 0.06322
C 1.37574 -1.35731 -2.36621
H -2.70927 5.71394 -3.53423
H -0.36680 -1.28012 -3.58734
H -4.08644 -1.34849 -1.29710
N 0.52521 0.39973 2.33592
N -1.83837 -1.08768 1.23777
H -0.42056 4.09972 -1.13566
C 1.80284 5.09251 0.76812
C 0.70993 -0.77523 3.17039
C 2.18802 -1.63468 -3.48024
C -3.17851 -0.88686 -0.90412
C 0.89577 1.53060 2.82781
H 2.10346 6.00024 0.26598
C -3.86528 4.24268 -1.24926
C -0.97119 3.34118 -1.70383
H 4.07637 -2.32231 -4.19203
C -2.77654 -0.32324 2.07474
C -0.55646 -1.61297 3.37439
H -2.23334 0.36025 2.72578
C -2.23044 -0.64602 -2.09006
H -0.26632 -2.49065 3.95813
N -0.83254 -0.62452 -1.69136
C 1.51308 5.12580 2.13307
H -4.26486 3.94257 -2.22366
H 3.56216 -2.30873 0.05599
C 3.93750 -2.38807 -2.04323
H 1.56498 6.05582 2.67280
C -1.58565 3.97679 -2.95088
C 1.88536 -1.54732 -1.04152
O 1.16759 -1.30129 0.00949
H -2.38556 -1.43586 -2.83944
H -3.39286 -1.00107 2.68216
C -2.61629 -1.79676 0.19442
C 3.45827 -2.12502 -3.33017
H 1.78284 -1.44706 -4.46479
H -1.27339 6.07148 -2.58884
H 1.96527 3.88450 -0.98726
H -3.45791 -2.31463 0.68032
C 3.17895 -2.11168 -0.93331
H -0.45599 -2.64471 1.48846
O -1.57272 1.71000 -0.05595
H 1.17707 1.58782 3.89070
Sc -0.03440 0.17035 0.23068
H -1.98096 -2.85578 2.38456
C 1.29534 2.70820 0.67077
H 1.47116 -1.39216 2.67483
N -3.18544 3.11710 -0.62613
H 1.09233 -0.48122 4.16069
C 1.19714 3.95852 2.77870
H -3.43640 0.27591 1.45532
H -2.32957 5.53669 -0.52106
H 1.01086 3.96457 3.84309
C -2.11559 5.38503 -2.67942
H -2.37637 3.33426 -3.33830
H -2.49027 0.31177 -2.56368
H -0.81949 4.04218 -3.72407
H -3.57646 6.35798 -1.43546
C -1.20932 -2.12552 2.08868
H -1.97478 -2.55533 -0.26517
H 4.91992 -2.82034 -1.92291
O 1.16610 1.63370 -0.04271
H -1.27327 -1.04948 3.97523
H -3.46536 0.07195 -0.47966
C -1.93012 2.68425 -0.74973
H -0.24077 2.57095 -1.98163
H -3.73737 2.60268 0.04887

Output
2S+1 = 1
Total charge = +1
Relative energy (zero: lowest compared OMol25 entry of this formula, charge and spin) = 7.4 kcal per mole
E_HOMO = -10.6 eV
HOMO-LUMO gap = 0.3023 hartree



[4]
The following is a DFT calculation (wB97M-V/def2-TZVPD) of a cluster of 2 separate species, CH5PS2 in total.

Cartesian coordinates (Å):
H -1.86897 2.28402 -4.85855
H -0.10349 0.16133 2.36303
P 1.45296 0.26137 0.45540
C 0.09624 0.90794 1.56363
H -0.82906 1.18706 0.96584
S 2.93062 0.03178 1.73168
S -1.67346 0.97081 -4.51181
H -0.33163 1.09728 -5.07311
H 0.54568 1.81868 1.99094

Output
2S+1 = 1
Relative energy (zero: lowest compared OMol25 entry of this formula, charge and spin) = 35.4 kcal per mole
E_HOMO = -8.7 eV
HOMO-LUMO gap = 0.2745 hartree



[5]
The following is a DFT calculation (wB97M-V/def2-TZVPD) of a structure of composition C25H42Cl2O2P2Ru.

Cartesian coordinates (Å):
H -2.77912 2.70398 0.56983
C -0.81475 0.07489 -4.43877
C -1.63197 1.35877 -4.20245
H -1.73184 -2.31391 -2.04645
C 2.43214 1.50380 1.19007
H 0.94848 -2.73326 -0.65654
H 2.52346 1.00360 -2.12887
P 0.93965 -0.72601 -1.95980
C -1.81475 1.70318 -2.74365
H 3.81796 -2.26919 1.95823
C 1.47901 0.03930 4.49836
C 3.07923 0.22926 1.14446
C -1.74430 2.68603 0.93372
H 2.98269 -0.35186 -3.20357
H 1.01702 -3.13284 -2.40903
C -3.91501 0.19008 -2.40677
C 2.15357 0.27718 -2.85985
H 0.18320 0.35156 -4.79335
C 1.38695 -2.45292 -1.62761
C -0.06598 -2.85795 2.53966
C -2.90572 1.20508 -1.95045
C 2.52305 2.60498 0.21106
H 0.02249 2.40271 3.39580
H 3.12208 3.42987 0.63302
H 0.75774 3.46838 2.16360
H 3.75606 -1.35991 -0.12340
C 1.75538 1.59675 2.44266
H -1.44831 2.69871 -2.47029
H 3.90173 0.26448 -0.83996
C 3.97480 -0.30189 0.09237
H -3.43309 1.40155 3.39732
C -1.19852 -3.92809 2.35939
H -3.86603 -1.93236 -2.82918
H -1.04965 2.61828 0.07779
H 1.72504 0.84012 -3.69713
O 0.20412 -2.70986 3.75414
H -3.27404 1.88910 -1.17956
C -0.65693 -0.84013 -3.23170
H -1.27039 -0.52013 -5.24106
H 4.06482 -1.63584 3.60156
H -2.60236 1.28777 -4.72064
H 3.00990 2.28520 -0.71297
H -3.22418 -0.95928 -4.13816
C -1.87901 -1.32358 -2.49667
H 1.52668 3.27147 3.74931
C 2.80293 -0.44922 2.36212
H -3.27401 -0.26364 2.74804
C 1.98512 0.38566 3.15662
Ru -1.16309 0.24865 -1.58257
H -0.52119 -0.68329 0.74504
H -4.47095 -0.14782 -1.51182
C 0.97606 2.74316 2.95327
C -3.21937 0.80545 2.49946
H -3.92481 1.05614 1.69736
H 2.50764 -2.38105 3.16350
Cl -2.69931 -3.07861 1.90886
H -1.53371 3.59142 1.52003
H 2.30309 -0.04513 5.22346
O 0.39789 -2.29748 1.51570
H 0.78219 0.79741 4.85949
Cl -0.70118 -5.11374 1.13646
H 2.48058 -2.53471 -1.56057
H -1.10672 2.19647 -4.68450
H -0.02719 -1.72447 -3.48605
H -4.66531 0.64867 -3.06747
C 3.32864 -1.75201 2.78818
H 0.96731 -0.93676 4.45513
P -1.51034 1.19206 1.97374
C -1.35494 0.00389 0.53262
H 5.02632 -0.25471 0.42050
H -2.30266 -0.56767 0.40967
H 1.53644 3.01610 -0.05054
H -1.35361 -4.43634 3.31718
C -3.24715 -1.05548 -3.04741

Output
2S+1 = 6
Total charge = +1
Relative energy (zero: lowest compared OMol25 entry of this formula, charge and spin) = 0.0 kcal per mole
Expectation value of S² = 8.78
E_HOMO (spin up / spin down) = -9.6 / -10.8 eV
HOMO-LUMO gap (spin up / spin down) = 0.2208 / 0.2129 hartree



[6]
The following is a DFT calculation (wB97M-V/def2-TZVPD) of an isolated molecule of C23H34N2O3.

Cartesian coordinates (Å):
C 4.69550 2.86253 -1.08426
C -2.59989 -1.11690 0.42219
C -6.66839 -1.69315 0.45152
H -5.61369 -3.56310 0.29630
H -6.17218 -2.91749 -1.22530
H 4.11443 -0.79732 3.20875
H 0.51306 -1.88800 1.04825
H 0.45382 1.84790 -0.74861
O -2.99635 -0.33189 2.65524
C 3.39042 -0.88092 2.39836
H -2.91149 -1.92079 -2.21404
H -3.96918 -3.33522 -2.27914
H 1.35272 1.16255 -3.52688
O 2.10701 -1.13516 2.98961
N -0.86023 -0.52241 1.99761
C 3.26391 0.42392 1.60053
N 3.07858 1.24732 -0.68426
C -5.71351 -2.63433 -0.27333
H 0.24187 2.79303 -2.19686
H 4.11041 1.08706 1.78232
H -6.30926 -1.43921 1.45016
H 3.37496 2.87468 0.62901
H -2.52944 -3.35845 0.04739
H 2.11569 1.53930 3.07674
H 5.27100 3.72765 -0.77495
C 0.98593 2.24878 -1.61243
C -3.17819 -2.55619 0.40245
C -0.14893 -0.15341 3.21343
C 1.16556 -0.26313 2.41929
C 3.31707 2.63850 -0.43333
C 0.33886 -0.82451 1.22030
H 1.43670 1.67258 1.44243
H 3.11442 2.21894 -2.46959
H -3.94364 0.13622 -0.89017
H -1.79581 -0.99942 -0.30457
C -3.92361 -2.27734 -2.00783
H -3.57627 -2.81083 1.38634
H -7.65044 -2.15542 0.55985
H -0.39907 0.83565 3.60063
C 1.94691 1.00663 2.13824
H 6.24940 2.12530 -2.28022
C 1.55752 1.03609 -2.46312
H 1.12473 0.09192 -2.13218
C 2.03129 3.30731 -1.07993
C 4.45014 0.79129 -2.54632
H 0.42442 -0.28184 0.27686
H 1.52012 3.91292 -0.32958
H 4.59947 0.78814 -3.62819
H -4.56118 -0.27646 0.73066
O 3.08462 -0.97276 -0.37019
H 4.77015 -0.17417 -2.15320
H -6.79736 -0.76087 -0.10145
C -3.95988 -0.62322 -0.10679
H -4.61242 -1.73197 -2.65744
C 5.23390 1.97089 -1.93301
H 2.32542 3.99465 -1.87550
H 3.66403 -1.70183 1.73709
C 3.15702 0.15738 0.09742
H -0.23307 -0.89332 4.01121
C 3.03402 1.18710 -2.14636
C -2.18754 -0.61961 1.78447
C -4.30410 -2.07556 -0.54573

Output
2S+1 = 1
Relative energy (zero: lowest compared OMol25 entry of this formula, charge and spin) = 96.9 kcal per mole
E_HOMO = -9.0 eV
HOMO-LUMO gap = 0.3542 hartree